Entry 1:
Here is C43H48AlAsN4OS2 as an isolated structure from the OMol25 dataset. Energies are from the ωB97M-V functional and the def2-TZVPD basis.

```
! RIJCOSX wB97M-V def2-TZVPD def2/J DEFGRID3
* xyz 2 1
Al -0.393 -0.002 0.337
C -2.498 -0.869 -3.437
C -1.001 -0.642 -3.189
C -0.606 0.813 -3.294
C -0.173 1.319 -4.514
C 0.176 2.655 -4.648
C 0.095 3.500 -3.554
C -0.361 3.041 -2.320
C -0.455 4.009 -1.164
C -1.661 4.952 -1.261
C -0.716 1.694 -2.214
N -1.241 1.173 -0.977
C -2.454 1.493 -0.625
C -2.988 0.871 0.529
C -4.222 0.885 1.171
C -4.149 -0.092 2.170
C -2.881 -0.664 2.075
N -2.167 -0.087 1.087
H -2.736 -1.933 -3.472
H -2.799 -0.424 -4.386
H -3.104 -0.414 -2.649
H -0.417 -1.213 -3.913
H -0.739 -1.041 -2.207
H -0.104 0.650 -5.365
H 0.516 3.037 -5.603
H 0.380 4.544 -3.655
H 0.453 4.617 -1.155
H -0.472 3.459 -0.221
H -1.582 5.591 -2.142
H -1.724 5.600 -0.385
H -2.602 4.405 -1.346
H -3.033 2.196 -1.217
H -5.068 1.512 0.928
H -4.925 -0.373 2.866
H -2.469 -1.464 2.674
C 0.058 -3.071 2.803
As -0.184 -2.575 0.947
C -1.645 -3.724 0.420
C 1.373 -3.430 0.110
C 1.452 -4.918 0.300
C 2.202 -5.461 1.342
C 2.263 -6.835 1.529
C 1.583 -7.684 0.667
C 0.849 -7.155 -0.387
C 0.785 -5.781 -0.569
H 0.407 -4.103 2.826
H -0.886 -3.004 3.339
H 0.793 -2.423 3.276
H -1.394 -4.746 0.694
H -1.801 -3.660 -0.656
H -2.556 -3.414 0.926
H 2.243 -2.943 0.553
H 1.343 -3.168 -0.949
H 2.743 -4.803 2.016
H 2.846 -7.243 2.345
H 1.637 -8.756 0.806
H 0.325 -7.813 -1.068
H 0.216 -5.376 -1.398
O 1.171 -0.121 -0.560
S 2.694 -0.390 -0.555
C 3.080 -0.946 -2.171
C 2.857 -0.180 -3.312
C 3.213 -0.715 -4.536
C 3.787 -1.982 -4.611
C 4.008 -2.731 -3.464
C 3.650 -2.214 -2.227
C 3.434 1.198 -0.424
C 2.863 2.332 -0.990
C 3.529 3.537 -0.854
C 4.740 3.597 -0.169
C 5.288 2.457 0.401
C 4.628 1.242 0.284
H 2.421 0.808 -3.254
H 3.052 -0.135 -5.437
H 4.073 -2.384 -5.576
H 4.461 -3.711 -3.528
H 3.820 -2.785 -1.321
H 1.911 2.280 -1.502
H 3.110 4.432 -1.294
H 5.257 4.544 -0.077
H 6.224 2.512 0.942
H 5.043 0.343 0.728
N -0.532 3.592 2.857
C -0.569 2.266 2.847
S 0.640 1.430 1.909
N -1.468 1.622 3.569
C -2.515 2.199 4.371
C -2.642 1.769 5.683
C -3.666 2.276 6.468
C -4.541 3.220 5.949
C -4.407 3.641 4.633
C -3.402 3.119 3.830
H 0.205 4.055 2.353
H -1.095 4.125 3.505
H -1.372 0.619 3.586
H -1.943 1.045 6.087
H -3.770 1.942 7.492
H -5.334 3.621 6.567
H -5.103 4.360 4.219
H -3.333 3.401 2.786
*
```

Calculated total energy in Ha: -5235.91561
LUMO in Eh: -0.1883
HOMO-LUMO gap in eV: 8.11


Entry 2:
Here is C29H29ClNO3Yb as an isolated structure at a distorted geometry from the OMol25 dataset. Energies are from the ωB97M-V functional and the def2-TZVPD basis.

```
! RIJCOSX wB97M-V def2-TZVPD def2/J DEFGRID3
* xyz 0 2
C 2.361 -0.057 1.465
C 2.302 -0.788 0.249
C 1.944 0.113 -0.792
H 2.566 -1.836 0.128
C 1.769 1.409 -0.212
C 2.020 1.297 1.186
H 1.582 2.333 -0.757
C -1.570 -2.028 1.964
C -0.359 -2.606 1.486
C -0.392 -2.605 0.063
H 0.437 -3.024 2.089
C -1.634 -2.040 -0.336
C -2.365 -1.670 0.839
H 1.949 -0.118 -1.858
H 2.035 2.119 1.900
H 2.700 -0.459 2.414
H -3.351 -1.206 0.847
H 0.369 -2.987 -0.617
H -1.888 -1.942 2.999
Yb -0.405 0.060 0.659
C -2.021 -1.640 -1.726
C -3.542 -1.836 -1.849
C -1.330 -2.508 -2.786
H -3.808 -2.865 -1.566
H -3.868 -1.660 -2.873
H -4.097 -1.146 -1.208
H -1.496 -3.572 -2.562
H -0.250 -2.327 -2.848
H -1.769 -2.299 -3.768
C -1.556 -0.147 -1.856
C -2.120 0.490 -3.117
H -0.444 -0.095 -1.850
H -1.936 0.469 -1.001
O -3.181 0.094 -3.601
N -1.477 1.501 -3.767
C -0.322 2.295 -3.374
H -1.991 1.815 -4.581
C 0.963 1.717 -3.901
C 2.151 2.374 -3.577
H 2.094 3.321 -3.033
C 3.381 1.822 -3.933
H 4.305 2.324 -3.634
C 3.423 0.629 -4.667
H 4.384 0.191 -4.947
C 2.233 0.002 -5.052
H 2.246 -0.917 -5.642
C 1.000 0.555 -4.679
H 0.066 0.084 -4.992
H -0.294 2.378 -2.277
H -0.461 3.316 -3.763
Cl -0.383 2.202 9.364
C -0.220 1.564 7.795
C 0.279 0.261 7.611
C 0.410 -0.259 6.315
C 0.039 0.490 5.181
C -0.454 1.788 5.376
C -0.581 2.328 6.671
C 0.242 -0.121 3.820
O 0.937 -1.160 3.786
O -0.306 0.451 2.792
H 0.562 -0.329 8.481
H 0.817 -1.264 6.197
H -0.738 2.382 4.505
H -0.960 3.338 6.821
*
```

Calculated total energy in Ha: -3021.88258
LUMO (alpha / beta) in Eh: -0.0317 / -0.0313
HOMO-LUMO gap (alpha / beta) in eV: 7.28 / 7.36


Entry 3:
Here is an isolated molecule of C5H8O2 at a distorted geometry from the OMol25 dataset. Energies are from the ωB97M-V functional and the def2-TZVPD basis.

```
! RIJCOSX wB97M-V def2-TZVPD def2/J DEFGRID3
* xyz 0 1
C 2.035 -0.371 0.504
C 0.851 0.566 0.523
O 0.611 1.192 -0.742
C -0.369 0.328 -0.231
C -1.797 0.823 -0.084
O -2.287 -0.473 -0.472
C -0.961 -0.984 -0.696
H 2.115 -0.932 1.437
H 1.933 -1.070 -0.334
H 2.986 0.161 0.356
H 0.585 1.101 1.425
H -2.177 1.162 0.888
H -2.018 1.590 -0.841
H -0.763 -1.280 -1.727
H -0.744 -1.814 -0.006
*
```

Calculated total energy in Ha: -345.70286
Energy above the lowest of the compared OMol25 structures with the same formula, charge and spin in eV: 2.778
LUMO in Eh: 0.0360
HOMO-LUMO gap in eV: 10.80


Entry 4:
Here is C27H42N8O2RuSi as an isolated structure at a distorted geometry from the OMol25 dataset. Energies are from the ωB97M-V functional and the def2-TZVPD basis.

```
! RIJCOSX wB97M-V def2-TZVPD def2/J DEFGRID3
* xyz 1 2
Ru 0.217 -0.768 0.057
C 0.692 1.290 0.821
Si -0.287 2.421 -0.306
C -2.090 1.842 0.165
N -2.181 0.401 0.044
C -2.358 -0.064 -1.340
C -3.651 -0.854 -1.549
C -4.826 -0.104 -0.923
C -4.587 0.159 0.572
C -3.145 -0.200 0.957
C -0.138 2.051 -2.161
C 0.474 0.885 -2.611
C 0.457 0.538 -3.950
C -0.175 1.360 -4.868
C -0.783 2.530 -4.441
C -0.763 2.871 -3.100
C -0.049 4.254 0.111
C -0.405 4.725 1.374
C -0.070 6.002 1.785
C 0.626 6.844 0.934
C 0.969 6.401 -0.332
C 0.635 5.120 -0.739
H 0.281 1.302 1.833
H 1.760 1.476 0.862
H -2.841 2.342 -0.454
H -2.282 2.118 1.202
H -1.496 -0.715 -1.615
H -2.352 0.803 -2.010
H -3.559 -1.854 -1.121
H -3.813 -0.975 -2.622
H -5.738 -0.683 -1.066
H -4.955 0.846 -1.444
H -5.263 -0.433 1.191
H -4.765 1.210 0.803
H -3.030 -1.284 0.929
H -2.924 0.140 1.972
H 0.971 0.217 -1.902
H 0.932 -0.375 -4.275
H -0.204 1.086 -5.912
H -1.280 3.175 -5.151
H -1.256 3.774 -2.769
H -0.942 4.076 2.051
H -0.336 6.339 2.776
H 0.904 7.835 1.261
H 1.512 7.050 -0.999
H 0.916 4.783 -1.725
C -0.287 -2.402 4.322
C -0.028 -2.288 2.847
N 0.913 -1.584 2.297
O 1.797 -0.884 3.081
C -0.876 -3.014 1.936
C -1.644 -4.241 2.331
N -0.962 -2.531 0.729
O -1.629 -3.060 -0.215
H -0.090 -1.461 4.837
H 0.320 -3.184 4.778
H -1.331 -2.652 4.483
H 1.511 -0.873 4.012
H -1.005 -4.971 2.824
H -2.053 -4.671 1.416
H -2.475 -4.007 2.994
C 5.124 -0.440 0.592
N 4.587 -1.724 0.192
C 5.465 -2.870 0.249
C 3.292 -1.796 -0.212
N 2.562 -0.774 -0.480
N 2.769 -3.071 -0.367
C 1.577 -3.390 -0.988
N 1.325 -4.726 -1.071
N 0.822 -2.494 -1.508
H 5.969 -0.594 1.256
H 4.366 0.121 1.141
H 5.463 0.144 -0.270
H 5.309 -3.447 1.167
H 6.495 -2.519 0.235
H 5.320 -3.516 -0.617
H 3.049 0.113 -0.463
H 3.251 -3.825 0.098
H 1.888 -5.413 -0.602
H 0.414 -5.021 -1.381
H -0.004 -2.890 -1.958
*
```

Calculated total energy in Ha: -2026.60377
Energy above the lowest of the compared OMol25 structures with the same formula, charge and spin in eV: 3.818
LUMO (alpha / beta) in Eh: -0.1273 / -0.0982
HOMO-LUMO gap (alpha / beta) in eV: 6.93 / 7.84